Below is 2 unconnected molecules or ions with the total composition C6H6F3N3O at a distorted geometry, with properties calculated with wB97M-V/def2-TZVPD.

```
19
Properties=species:S:1:pos:R:3:lowdin_charge:R:1
C 0.53 -1.34 1.03 -0.1334
C -0.51 -1.10 0.17 -0.1602
C 2.84 0.98 -0.47 -0.3921
C -0.99 0.18 0.56 -0.0953
C -1.08 -2.04 -0.92 0.0114
C -1.72 1.21 -0.09 -0.5009
N 0.76 -0.31 1.85 0.0538
N -0.14 0.58 1.58 0.0554
N 2.83 2.17 -0.70 0.1752
O 2.84 -0.09 0.02 0.1397
F -2.82 0.66 -0.61 0.1382
F -1.96 2.27 0.81 0.0884
F -1.26 1.79 -1.27 0.0959
H 1.21 -2.21 1.07 0.1306
H -0.21 -2.38 -1.57 0.1163
H -1.80 -1.55 -1.42 0.0329
H -1.40 -2.85 -0.43 0.0347
H -0.03 1.42 2.01 0.1257
H 2.91 2.60 -1.61 0.0838
```

Calculated values
F_max = 0.1111 Eh/bohr
Net charge = 0
Relative energy (zero: lowest compared OMol25 entry of this formula, charge and spin) = 0.000 eV
E_tot = -20988.419 eV
E_LUMO = 0.6 eV
Structure (SMILES) = Cc1cn[nH]c1C(F)(F)F.N=C=O
Frontier orbital gap = 10.3 eV
Highest occupied orbital energy = -0.35715 hartree

Below is a molecular structure, C18H28O14Rb4 at a distorted geometry, with properties calculated with wB97M-V/def2-TZVPD.

```
64
Properties=species:S:1:pos:R:3:lowdin_charge:R:1
Rb -33.06 -22.23 6.99 0.8966
Rb -29.66 -24.68 6.73 0.9072
Rb -29.82 -21.80 3.76 0.9169
Rb -34.90 -18.48 8.39 0.9060
O -32.31 -19.42 7.45 -0.5959
C -30.97 -19.37 7.03 -0.3950
C -30.02 -20.61 7.44 -0.4148
O -30.06 -21.79 6.68 -0.6658
H -30.73 -18.41 7.50 0.0738
H -30.84 -19.19 5.96 0.0846
H -30.05 -20.85 8.50 0.0644
H -28.98 -20.30 7.49 0.0622
C -26.99 -18.40 8.01 -0.0254
C -26.15 -18.69 6.92 -0.3083
C -25.54 -20.07 6.82 -0.1162
O -25.88 -20.49 5.62 0.1629
C -26.64 -19.71 5.01 -0.6356
O -27.12 -19.94 3.92 0.0845
O -26.95 -18.65 5.73 0.1239
H -27.81 -17.82 7.61 0.1015
H -26.67 -17.83 8.88 0.1103
H -27.42 -19.29 8.47 0.0605
H -25.40 -17.94 6.66 0.1750
H -26.03 -20.70 7.56 0.1314
H -24.50 -20.17 7.12 0.1586
C -31.08 -19.28 11.65 0.0090
C -30.06 -18.17 11.34 -0.3180
C -30.79 -16.95 10.79 -0.1217
O -30.19 -15.88 11.42 0.0882
C -29.19 -16.29 12.22 -0.5127
O -28.51 -15.63 12.99 0.1577
O -29.31 -17.61 12.35 0.1116
H -32.10 -18.90 11.62 0.0745
H -30.89 -19.82 12.58 0.0936
H -30.97 -20.08 10.92 0.0601
H -29.40 -18.52 10.54 0.1374
H -31.84 -16.97 11.07 0.1276
H -30.75 -16.76 9.72 0.1094
C -30.15 -14.91 7.82 -0.0056
C -30.46 -14.18 6.45 -0.2497
C -30.23 -15.15 5.32 -0.1217
O -31.48 -15.72 5.10 0.0609
C -32.44 -14.94 5.57 -0.5649
O -33.60 -15.27 5.59 0.1501
O -31.81 -13.86 6.06 0.0994
H -29.07 -14.96 7.97 0.0991
H -30.70 -15.84 7.74 0.0620
H -30.61 -14.31 8.61 0.0920
H -29.77 -13.34 6.47 0.1577
H -29.76 -16.06 5.69 0.1254
H -29.78 -14.84 4.38 0.1473
C -28.13 -21.49 10.62 0.0168
C -27.24 -22.72 11.13 -0.2096
C -27.83 -23.59 12.23 -0.2073
O -27.83 -24.80 11.78 0.1211
C -27.49 -24.78 10.43 -0.5227
O -27.39 -25.65 9.58 0.1167
O -27.34 -23.59 9.99 0.0746
H -28.04 -20.60 11.24 0.0833
H -29.18 -21.72 10.45 0.0765
H -27.58 -21.17 9.73 0.0590
H -26.16 -22.59 11.13 0.1677
H -28.80 -23.25 12.59 0.1431
H -27.19 -23.38 13.09 0.1488
```

Calculated values
F_max = 0.1308 Eh/bohr
Net charge = +2
Relative energy (zero: lowest compared OMol25 entry of this formula, charge and spin) = 0.000 eV
E_tot = -50390.893 eV
E_LUMO = -6.2 eV
Frontier orbital gap = 5.8 eV
Highest occupied orbital energy = -0.44407 hartree

Below is 13 unconnected molecules or ions with the total composition C57H150N10O20 at a distorted geometry, with properties calculated with wB97M-V/def2-TZVPD.

```
237
Properties=species:S:1:pos:R:3:lowdin_charge:R:1
C 12.43 -1.95 7.71 -0.1686
O 12.37 -0.59 8.13 -0.1196
H 12.43 -2.18 6.64 0.0721
H 13.26 -2.46 8.20 0.0711
H 11.54 -2.46 8.08 0.0745
H 13.11 -0.09 7.79 0.0705
C 8.03 -13.79 12.75 -0.1411
O 7.76 -13.19 14.06 -0.1323
H 8.79 -14.57 12.68 0.0642
H 7.16 -14.33 12.38 0.0728
H 8.32 -13.01 12.05 0.0703
H 8.44 -12.61 14.40 0.0656
C 8.42 -7.27 16.01 -0.1750
O 8.47 -5.87 15.81 -0.1212
H 7.62 -7.51 16.71 0.0785
H 8.17 -7.71 15.05 0.0716
H 9.39 -7.66 16.31 0.0770
H 9.40 -5.72 15.67 0.0691
C -5.83 -5.51 8.21 -0.1125
O -4.45 -5.25 8.34 -0.2046
C -3.73 -5.06 7.16 -0.2370
C -3.94 -6.17 6.10 -0.1745
N -2.98 -5.90 4.96 -0.0762
C -2.88 -7.07 4.10 -0.2088
C -2.28 -6.57 2.77 -0.2161
O -0.89 -6.27 2.84 -0.1904
C -0.23 -6.12 1.62 -0.1313
H -5.99 -6.51 7.83 0.0836
H -6.21 -4.80 7.48 0.0862
H -6.28 -5.26 9.17 0.0923
H -2.73 -4.92 7.57 0.1261
H -3.94 -4.07 6.75 0.1187
H -4.95 -6.20 5.69 0.1127
H -3.61 -7.11 6.56 0.1172
H -2.07 -5.64 5.32 0.1057
H -3.90 -7.44 3.96 0.1159
H -2.32 -7.89 4.54 0.1182
H -2.77 -5.69 2.35 0.1190
H -2.49 -7.31 1.99 0.1084
H 0.83 -5.89 1.64 0.0883
H -0.75 -5.41 0.97 0.0811
H -0.34 -7.02 1.02 0.0777
C 1.17 -11.89 11.08 -0.1300
O 1.46 -12.18 9.75 -0.2103
C 1.05 -13.46 9.17 -0.1767
C -0.47 -13.52 8.78 -0.1717
N -0.87 -14.55 7.75 -0.0667
C -0.84 -15.98 8.10 -0.1776
C -1.96 -16.41 9.08 -0.2945
O -3.20 -16.36 8.60 -0.1552
C -4.25 -16.76 9.48 -0.0942
H 1.44 -10.88 11.39 0.0839
H 1.73 -12.42 11.85 0.0815
H 0.08 -11.99 11.16 0.0833
H 1.31 -14.21 9.93 0.1052
H 1.68 -13.74 8.33 0.1146
H -0.69 -12.50 8.46 0.1135
H -1.10 -13.62 9.66 0.0970
H -0.62 -14.34 6.80 0.0984
H 0.09 -16.12 8.66 0.0978
H -0.71 -16.65 7.25 0.1168
H -1.83 -15.76 9.94 0.1123
H -1.75 -17.43 9.40 0.1208
H -3.98 -17.42 10.30 0.0835
H -4.90 -17.41 8.90 0.0835
H -4.88 -15.96 9.89 0.0846
C 15.67 -3.46 -1.80 -0.1202
O 16.44 -2.63 -0.94 -0.2079
C 15.72 -1.90 0.09 -0.1913
C 16.72 -0.97 0.82 -0.1912
N 17.33 -1.63 2.01 -0.0549
C 18.31 -0.73 2.65 -0.2212
C 19.12 -1.46 3.71 -0.1977
O 18.38 -1.59 4.97 -0.2305
C 18.90 -2.48 6.03 -0.0768
H 16.31 -3.69 -2.65 0.0859
H 14.79 -2.97 -2.22 0.0758
H 15.27 -4.35 -1.31 0.0804
H 15.23 -2.58 0.78 0.1135
H 14.92 -1.34 -0.41 0.1104
H 16.08 -0.15 1.14 0.1055
H 17.43 -0.62 0.07 0.1208
H 16.64 -1.85 2.72 0.1042
H 17.79 0.12 3.09 0.1165
H 19.02 -0.31 1.94 0.1176
H 19.90 -0.75 3.98 0.1123
H 19.51 -2.42 3.37 0.1227
H 19.98 -2.53 5.90 0.0725
H 18.66 -3.52 5.86 0.0719
H 18.55 -2.16 7.02 0.0817
C 11.21 3.16 -5.79 -0.1066
O 11.64 3.06 -4.40 -0.1618
C 12.08 4.33 -4.01 -0.2493
C 12.29 4.34 -2.46 -0.1908
N 11.07 3.84 -1.76 -0.0535
C 11.23 4.03 -0.34 -0.2177
C 10.15 3.17 0.37 -0.1945
O 10.10 1.76 -0.02 -0.2062
C 9.19 1.02 0.74 -0.1196
H 11.92 3.29 -6.60 0.0835
H 10.33 3.75 -6.05 0.0865
H 10.87 2.14 -5.98 0.0806
H 11.35 5.11 -4.22 0.1137
H 12.99 4.67 -4.51 0.1157
H 12.44 5.38 -2.17 0.1072
H 13.24 3.90 -2.15 0.1074
H 10.79 2.92 -2.07 0.1024
H 11.16 5.10 -0.12 0.1176
H 12.15 3.70 0.14 0.1087
H 9.16 3.60 0.19 0.1129
H 10.25 3.26 1.45 0.1106
H 9.83 0.49 1.45 0.0867
H 8.61 0.33 0.12 0.0871
H 8.54 1.69 1.30 0.0795
C 9.08 -15.41 -10.02 -0.0909
O 9.26 -16.04 -8.74 -0.1860
C 8.08 -16.28 -8.05 -0.2737
C 8.21 -16.90 -6.67 -0.2148
N 6.91 -17.39 -6.14 -0.0381
C 6.93 -17.76 -4.70 -0.2199
C 5.61 -17.65 -4.01 -0.2306
O 5.17 -16.31 -4.01 -0.1825
C 5.79 -15.61 -3.00 -0.1407
H 10.06 -15.45 -10.50 0.0859
H 8.75 -14.38 -9.87 0.0819
H 8.39 -15.84 -10.75 0.0820
H 7.37 -16.92 -8.57 0.1321
H 7.87 -15.25 -7.75 0.1245
H 8.68 -16.15 -6.04 0.1112
H 8.95 -17.69 -6.81 0.1180
H 6.18 -16.72 -6.37 0.1004
H 7.82 -17.41 -4.15 0.1099
H 7.17 -18.82 -4.73 0.1126
H 5.63 -18.04 -2.99 0.1205
H 4.88 -18.24 -4.56 0.1284
H 6.82 -15.43 -3.31 0.0870
H 5.77 -16.10 -2.03 0.0888
H 5.21 -14.70 -2.91 0.0941
C 26.13 -13.96 9.91 -0.1236
O 25.65 -13.88 8.59 -0.1945
C 26.07 -12.79 7.79 -0.2239
C 25.40 -12.65 6.44 -0.2226
N 24.00 -12.27 6.32 -0.0509
C 23.82 -10.90 6.83 -0.1926
C 22.40 -10.33 6.55 -0.2001
O 21.40 -11.02 7.31 -0.1968
C 20.13 -10.58 7.08 -0.1570
H 27.19 -13.82 10.11 0.0843
H 25.82 -14.91 10.34 0.0878
H 25.58 -13.17 10.42 0.0836
H 27.15 -12.88 7.69 0.1216
H 25.89 -11.88 8.36 0.1073
H 25.55 -13.52 5.81 0.1172
H 25.94 -11.84 5.94 0.1115
H 23.40 -12.98 6.73 0.1131
H 24.53 -10.15 6.49 0.1228
H 23.84 -10.98 7.92 0.1092
H 22.16 -10.47 5.50 0.1207
H 22.45 -9.30 6.89 0.1163
H 19.82 -10.65 6.04 0.0916
H 20.07 -9.60 7.55 0.0877
H 19.41 -11.14 7.67 0.0872
C 13.41 -15.08 16.86 -0.1277
O 14.16 -13.92 16.69 -0.1947
C 13.64 -12.78 17.38 -0.2175
C 14.26 -11.53 16.78 -0.2292
N 13.84 -11.32 15.40 -0.0434
C 14.35 -10.05 14.80 -0.1988
C 15.83 -9.81 14.82 -0.2273
O 16.37 -9.51 16.14 -0.2026
C 17.80 -9.62 16.19 -0.1095
H 12.59 -15.04 16.14 0.0817
H 12.88 -15.14 17.81 0.0873
H 14.05 -15.91 16.55 0.0919
H 13.88 -12.78 18.44 0.1202
H 12.56 -12.78 17.32 0.1188
H 15.34 -11.65 16.86 0.1115
H 14.02 -10.66 17.38 0.1255
H 14.20 -12.16 14.97 0.0988
H 13.90 -9.16 15.24 0.1163
H 14.01 -9.99 13.77 0.1136
H 15.97 -8.91 14.24 0.1157
H 16.34 -10.61 14.27 0.1220
H 18.12 -10.64 15.95 0.0800
H 18.15 -9.57 17.22 0.0835
H 18.32 -8.91 15.56 0.0844
C 12.89 -16.72 8.53 -0.0685
C 12.76 -18.24 8.81 -0.3934
C 11.68 -19.00 8.03 -0.2375
O 11.87 -18.72 6.68 -0.1812
C 10.60 -18.77 5.97 -0.0786
N 14.08 -18.90 8.57 0.0218
H 11.89 -16.30 8.68 0.0686
H 13.20 -16.42 7.53 0.0747
H 13.51 -16.20 9.26 0.0709
H 12.66 -18.31 9.90 0.1258
H 10.74 -18.59 8.41 0.1143
H 11.64 -20.08 8.14 0.1286
H 10.31 -17.78 5.63 0.0858
H 9.79 -19.29 6.49 0.0818
H 10.64 -19.38 5.07 0.0772
H 14.84 -18.38 9.00 0.0571
H 14.18 -18.73 7.58 0.0527
C 2.76 -2.16 6.42 -0.0554
C 3.71 -3.07 7.29 -0.3905
C 4.10 -2.35 8.63 -0.1738
O 4.91 -1.22 8.23 -0.2215
C 4.96 -0.11 9.23 -0.0770
N 3.06 -4.37 7.47 0.0063
H 1.83 -1.92 6.93 0.0717
H 2.42 -2.59 5.48 0.0637
H 3.24 -1.22 6.17 0.0660
H 4.66 -3.28 6.80 0.1233
H 4.76 -2.88 9.32 0.1166
H 3.24 -2.01 9.20 0.1144
H 4.01 0.28 9.59 0.0743
H 5.43 0.73 8.71 0.0802
H 5.50 -0.37 10.14 0.0761
H 3.41 -5.04 8.15 0.0618
H 3.00 -4.96 6.65 0.0641
C 8.67 -8.79 6.15 -0.0709
C 8.48 -9.92 5.08 -0.4034
C 8.07 -9.35 3.67 -0.1948
O 9.14 -8.65 3.10 -0.2185
C 8.97 -8.29 1.76 -0.1124
N 9.77 -10.50 4.95 0.0230
H 9.23 -9.11 7.04 0.0685
H 7.67 -8.65 6.55 0.0624
H 9.10 -7.83 5.86 0.0725
H 7.77 -10.58 5.58 0.1332
H 7.23 -8.67 3.57 0.1220
H 7.86 -10.20 3.02 0.1128
H 9.97 -8.01 1.40 0.0897
H 8.28 -7.46 1.65 0.0910
H 8.74 -9.13 1.09 0.0872
H 10.34 -9.81 4.47 0.0706
H 9.60 -11.16 4.21 0.0672
```

Calculated values
F_max = 0.0703 Eh/bohr
Net charge = 0
Relative energy (zero: lowest compared OMol25 entry of this formula, charge and spin) = 7.580 eV
E_tot = -117371.616 eV
E_LUMO = 0.4 eV
Frontier orbital gap = 8.8 eV
Highest occupied orbital energy = -0.30880 hartree

Below is a gas-phase ion, C26H41N2O2 (charge +1), with properties calculated with wB97M-V/def2-TZVPD.

```
71
Properties=species:S:1:pos:R:3:lowdin_charge:R:1
C -0.19 4.03 -2.02 -0.0315
H 0.10 4.92 -2.57 0.0950
H -0.99 3.56 -2.58 0.0822
H 0.68 3.36 -1.99 0.0791
C -0.59 4.42 -0.61 -0.3411
N -0.72 3.22 0.28 -0.0715
C -1.11 3.56 1.67 -0.0935
H -1.87 2.86 2.01 0.1116
H -1.53 4.56 1.72 0.1354
C 0.15 3.43 2.58 -0.1370
N 1.09 2.55 1.92 -0.0719
H 1.03 1.59 2.24 0.1258
C 2.49 2.95 1.88 -0.1311
H 2.53 4.03 1.70 0.1181
H 3.03 2.74 2.81 0.1381
C 3.19 2.23 0.72 -0.3135
O 2.34 2.34 -0.41 -0.0388
H 2.78 1.95 -1.17 0.1034
C 3.53 0.77 1.08 -0.1305
O 2.42 0.04 1.57 -0.0572
C 1.72 -0.82 0.76 -0.2774
C 0.80 -1.64 1.42 -0.0031
C 0.01 -2.51 0.71 -0.0152
C 0.11 -2.61 -0.68 -0.1970
C 1.03 -1.80 -1.33 -0.0088
C 1.83 -0.91 -0.62 -0.0129
H 2.53 -0.31 -1.18 0.0980
H 1.14 -1.84 -2.40 0.1109
C -0.82 -3.56 -1.41 -0.4612
C -0.83 -4.90 -0.68 -0.2035
C -1.99 -5.59 -0.37 -0.0308
C -1.93 -6.82 0.27 -0.0743
C -0.71 -7.38 0.61 -0.0851
C 0.45 -6.69 0.30 -0.0693
C 0.39 -5.47 -0.34 -0.0373
H 1.31 -4.94 -0.57 0.1217
H 1.41 -7.12 0.55 0.1054
H -0.67 -8.33 1.10 0.1038
H -2.85 -7.34 0.50 0.1050
H -2.96 -5.18 -0.62 0.1042
C -0.38 -3.85 -2.85 -0.0307
H 0.65 -4.21 -2.88 0.0904
H -0.47 -2.97 -3.48 0.0827
H -1.02 -4.63 -3.27 0.0976
C -2.20 -2.89 -1.45 -0.0397
H -2.90 -3.47 -2.05 0.0859
H -2.61 -2.76 -0.45 0.0871
H -2.11 -1.91 -1.92 0.0831
H -0.68 -3.15 1.24 0.1314
H 0.74 -1.58 2.49 0.1247
H 3.99 0.26 0.23 0.1309
H 4.25 0.79 1.90 0.1412
H 4.14 2.73 0.52 0.1560
H 0.26 2.81 0.47 0.1353
H -0.16 3.07 3.57 0.1314
H 0.61 4.41 2.73 0.1150
C -1.56 2.12 -0.32 -0.3470
H -1.13 1.92 -1.30 0.1354
C -1.44 0.84 0.49 -0.0156
H -1.88 0.03 -0.07 0.0875
H -0.40 0.58 0.66 0.0617
H -1.95 0.89 1.45 0.0920
C -3.01 2.54 -0.49 -0.0200
H -3.47 2.80 0.46 0.0879
H -3.12 3.38 -1.17 0.0801
H -3.57 1.71 -0.90 0.0966
C 0.46 5.37 -0.05 -0.0255
H 1.43 4.89 -0.06 0.0776
H 0.23 5.73 0.94 0.0768
H 0.52 6.25 -0.70 0.0981
H -1.56 4.92 -0.62 0.1478
```

Calculated values
F_max = 0.0136 Eh/bohr
Net charge = +1
Relative energy (zero: lowest compared OMol25 entry of this formula, charge and spin) = 0.025 eV
E_tot = -34697.339 eV
E_LUMO = -2.0 eV
Structure (SMILES) = CC(C)[NH+](CCNC[C@H](O)COc1ccc(C(C)(C)c2ccccc2)cc1)C(C)C
Frontier orbital gap = 8.7 eV
Highest occupied orbital energy = -0.39118 hartree

Q: What is the E_tot in the second record?
A: -50390.893 eV

Q: Among the records above, which one has the lowest F_max?
A: C26H41N2O2

Please write out number 2 again, unchanged.
Below is a molecular structure, C18H28O14Rb4 at a distorted geometry, with properties calculated with wB97M-V/def2-TZVPD.

```
64
Properties=species:S:1:pos:R:3:lowdin_charge:R:1
Rb -33.06 -22.23 6.99 0.8966
Rb -29.66 -24.68 6.73 0.9072
Rb -29.82 -21.80 3.76 0.9169
Rb -34.90 -18.48 8.39 0.9060
O -32.31 -19.42 7.45 -0.5959
C -30.97 -19.37 7.03 -0.3950
C -30.02 -20.61 7.44 -0.4148
O -30.06 -21.79 6.68 -0.6658
H -30.73 -18.41 7.50 0.0738
H -30.84 -19.19 5.96 0.0846
H -30.05 -20.85 8.50 0.0644
H -28.98 -20.30 7.49 0.0622
C -26.99 -18.40 8.01 -0.0254
C -26.15 -18.69 6.92 -0.3083
C -25.54 -20.07 6.82 -0.1162
O -25.88 -20.49 5.62 0.1629
C -26.64 -19.71 5.01 -0.6356
O -27.12 -19.94 3.92 0.0845
O -26.95 -18.65 5.73 0.1239
H -27.81 -17.82 7.61 0.1015
H -26.67 -17.83 8.88 0.1103
H -27.42 -19.29 8.47 0.0605
H -25.40 -17.94 6.66 0.1750
H -26.03 -20.70 7.56 0.1314
H -24.50 -20.17 7.12 0.1586
C -31.08 -19.28 11.65 0.0090
C -30.06 -18.17 11.34 -0.3180
C -30.79 -16.95 10.79 -0.1217
O -30.19 -15.88 11.42 0.0882
C -29.19 -16.29 12.22 -0.5127
O -28.51 -15.63 12.99 0.1577
O -29.31 -17.61 12.35 0.1116
H -32.10 -18.90 11.62 0.0745
H -30.89 -19.82 12.58 0.0936
H -30.97 -20.08 10.92 0.0601
H -29.40 -18.52 10.54 0.1374
H -31.84 -16.97 11.07 0.1276
H -30.75 -16.76 9.72 0.1094
C -30.15 -14.91 7.82 -0.0056
C -30.46 -14.18 6.45 -0.2497
C -30.23 -15.15 5.32 -0.1217
O -31.48 -15.72 5.10 0.0609
C -32.44 -14.94 5.57 -0.5649
O -33.60 -15.27 5.59 0.1501
O -31.81 -13.86 6.06 0.0994
H -29.07 -14.96 7.97 0.0991
H -30.70 -15.84 7.74 0.0620
H -30.61 -14.31 8.61 0.0920
H -29.77 -13.34 6.47 0.1577
H -29.76 -16.06 5.69 0.1254
H -29.78 -14.84 4.38 0.1473
C -28.13 -21.49 10.62 0.0168
C -27.24 -22.72 11.13 -0.2096
C -27.83 -23.59 12.23 -0.2073
O -27.83 -24.80 11.78 0.1211
C -27.49 -24.78 10.43 -0.5227
O -27.39 -25.65 9.58 0.1167
O -27.34 -23.59 9.99 0.0746
H -28.04 -20.60 11.24 0.0833
H -29.18 -21.72 10.45 0.0765
H -27.58 -21.17 9.73 0.0590
H -26.16 -22.59 11.13 0.1677
H -28.80 -23.25 12.59 0.1431
H -27.19 -23.38 13.09 0.1488
```

Calculated values
F_max = 0.1308 Eh/bohr
Net charge = +2
Relative energy (zero: lowest compared OMol25 entry of this formula, charge and spin) = 0.000 eV
E_tot = -50390.893 eV
E_LUMO = -6.2 eV
Frontier orbital gap = 5.8 eV
Highest occupied orbital energy = -0.44407 hartree

Q: What is the E_LUMO in the second record?
A: -6.2 eV